a) Here is a molecular structure, C31H26CoN7O5S from OMol25. Energies are from wB97M-V/def2-TZVPD.

ORCA input file:
```
! RIJCOSX wB97M-V def2-TZVPD def2/J DEFGRID3
* xyz 0 5
Co 1.36 -0.57 -0.95
O 5.27 0.08 -0.29
C 4.20 -0.23 -0.77
O 3.07 -0.24 -0.16
C 4.04 -0.63 -2.22
C 5.07 -0.87 -3.12
C 4.74 -1.20 -4.42
C 3.40 -1.29 -4.77
C 2.44 -1.06 -3.80
N 2.76 -0.74 -2.56
C 0.92 -1.16 -3.98
O 0.43 -1.16 -5.09
O 0.34 -1.17 -2.86
H 6.09 -0.78 -2.78
H 5.52 -1.39 -5.15
H 3.08 -1.55 -5.77
S 0.99 -2.88 -0.31
C 0.64 -2.40 1.32
N 0.28 -3.37 2.15
N 0.35 -3.24 3.47
C 1.34 -2.69 4.25
C 2.56 -2.25 3.73
C 3.52 -1.71 4.57
C 3.28 -1.62 5.94
C 2.09 -2.10 6.46
C 1.13 -2.64 5.63
N 0.65 -1.13 1.69
N 0.89 -0.19 0.84
C 0.78 1.10 1.28
C 0.83 2.16 0.36
C 0.57 3.45 0.77
C 0.29 3.73 2.11
C 0.31 2.69 3.03
C 0.54 1.40 2.63
H -0.36 -3.78 3.96
H 2.77 -2.35 2.67
H 4.45 -1.37 4.15
H 4.03 -1.19 6.59
H 1.92 -2.06 7.53
H 0.21 -3.02 6.05
H 1.05 1.95 -0.68
H 0.56 4.25 0.05
H 0.07 4.74 2.42
H 0.11 2.89 4.07
H 0.55 0.58 3.34
C -4.15 2.87 -2.03
N -3.20 1.85 -2.42
N -2.74 0.97 -1.45
C -1.40 0.71 -1.67
O -0.73 -0.03 -0.92
C -1.03 1.48 -2.81
C -2.13 2.16 -3.23
C -2.29 3.07 -4.39
C -3.63 0.14 -0.73
C -3.23 -0.47 0.45
C -4.12 -1.28 1.12
C -5.42 -1.45 0.66
C -5.81 -0.85 -0.52
C -4.91 -0.07 -1.23
H -4.94 2.44 -1.42
H -4.58 3.30 -2.94
H -3.66 3.67 -1.46
H -0.07 1.45 -3.27
H -1.41 3.01 -5.02
H -2.41 4.11 -4.08
H -3.16 2.77 -4.97
H -2.23 -0.34 0.82
H -3.81 -1.78 2.03
H -6.12 -2.06 1.21
H -6.81 -0.98 -0.90
H -5.19 0.34 -2.19
*
```

Summary:
* orbital gap (alpha / beta): 0.182 / 0.230 Ha
* LUMO energy (alpha / beta): -2.28 / -2.04 eV
* HOMO level (alpha / beta): -7.2 / -8.3 eV

=====

b) Here is a molecular structure, C31H26CoN7O5S from OMol25. Energies are from wB97M-V/def2-TZVPD.

ORCA input file:
```
! RIJCOSX wB97M-V def2-TZVPD def2/J DEFGRID3
* xyz 0 5
Co -0.56 -0.86 0.31
O 3.61 -1.16 0.18
C 2.40 -1.20 0.06
O 1.51 -0.56 0.72
C 1.78 -2.11 -1.02
C 2.47 -2.94 -1.88
C 1.74 -3.68 -2.80
C 0.35 -3.58 -2.83
C -0.26 -2.73 -1.92
N 0.47 -2.03 -1.06
C -1.77 -2.50 -1.75
O -2.53 -2.91 -2.60
O -2.04 -1.89 -0.65
H 3.55 -2.99 -1.82
H 2.25 -4.35 -3.49
H -0.26 -4.14 -3.52
S -1.17 0.73 1.88
C -0.89 -0.40 3.19
N -1.18 -0.04 4.45
N -0.66 0.99 5.07
C 0.63 1.50 4.99
C 1.05 2.33 6.04
C 2.33 2.85 6.04
C 3.21 2.56 5.00
C 2.79 1.75 3.96
C 1.51 1.21 3.94
N -0.48 -1.62 2.96
N -0.47 -2.06 1.73
C 0.16 -3.32 1.63
C -0.38 -4.32 0.83
C 0.24 -5.55 0.75
C 1.40 -5.80 1.47
C 1.94 -4.81 2.28
C 1.32 -3.58 2.37
H -1.21 1.26 5.87
H 0.37 2.55 6.85
H 2.65 3.49 6.85
H 4.21 2.96 5.01
H 3.46 1.52 3.14
H 1.20 0.58 3.13
H -1.31 -4.14 0.31
H -0.20 -6.33 0.14
H 1.89 -6.77 1.40
H 2.84 -5.00 2.85
H 1.71 -2.80 3.00
C -0.92 4.42 -3.63
N -0.39 3.17 -3.14
N -1.14 2.30 -2.37
C -0.29 1.39 -1.77
O -0.73 0.46 -1.07
C 1.02 1.74 -2.19
C 0.92 2.84 -2.99
C 1.98 3.63 -3.67
C -2.55 2.21 -2.44
C -3.20 2.25 -3.67
C -4.58 2.17 -3.72
C -5.31 2.02 -2.55
C -4.65 1.95 -1.33
C -3.27 2.05 -1.27
H -1.91 4.58 -3.22
H -1.00 4.42 -4.72
H -0.28 5.25 -3.33
H 1.92 1.22 -1.91
H 2.93 3.12 -3.56
H 2.07 4.63 -3.23
H 1.76 3.75 -4.73
H -2.62 2.33 -4.59
H -5.08 2.21 -4.68
H -6.39 1.95 -2.59
H -5.22 1.82 -0.41
H -2.76 1.99 -0.32
*
```

Summary:
* orbital gap (alpha / beta): 0.223 / 0.238 Ha
* LUMO energy (alpha / beta): -1.90 / -2.01 eV
* HOMO level (alpha / beta): -8.0 / -8.5 eV

=====

The structure with the least stability is a).

=====

a) Here is a gas-phase ion, C3H6N2S (charge +2) from OMol25. Energies are from wB97M-V/def2-TZVPD.

ORCA input file:
```
! RIJCOSX wB97M-V def2-TZVPD def2/J DEFGRID3
* xyz 2 1
C 2.00 0.55 -0.07
C -0.01 -1.26 0.09
C -1.19 1.25 0.24
N 1.15 -0.11 0.31
N 0.38 -2.45 -0.20
S -1.51 -0.52 -0.01
H 2.54 1.49 0.06
H -0.38 1.64 1.01
H -2.17 1.64 0.59
H -0.99 1.63 -0.83
H 1.13 -2.94 0.21
H -0.15 -3.09 -0.78
*
```

Summary:
* orbital gap: 0.341 Ha
* LUMO energy: -10.86 eV
* HOMO level: -20.1 eV

=====

b) Here is 2 unconnected molecules or ions with the total composition C3H6N2S from OMol25. Energies are from wB97M-V/def2-TZVPD.

ORCA input file:
```
! RIJCOSX wB97M-V def2-TZVPD def2/J DEFGRID3
* xyz 2 1
C -0.89 0.48 2.90
C 2.35 -0.58 -0.70
C 0.95 -0.79 -1.14
N -0.55 0.47 1.82
N 0.14 0.35 -0.56
S 3.76 -0.54 -0.15
H -1.28 0.30 3.88
H 0.59 -1.87 -0.98
H 0.73 -0.74 -2.29
H 0.00 0.33 0.55
H -0.79 0.15 -0.94
H 0.54 1.31 -0.89
*
```

Summary:
* orbital gap: 0.392 Ha
* LUMO energy: -10.76 eV
* HOMO level: -21.4 eV

=====

The structure with the least stability is a).